83
Properties=species:S:1:pos:R:3:lowdin_charge:R:1 method="wB97M-V/def2-TZVPD" total_charge=+1 homo_lumo_gap_ev=9.15 e_lumo_ev=-2.4
Br -2.523 3.373 4.273 0.66
S -2.895 2.030 -4.624 0.96
O -0.427 3.036 -5.014 -0.01
O 4.369 0.414 6.346 0.08
O -6.034 -3.239 -6.077 0.01
O 2.941 2.721 0.341 -0.12
O -4.877 -2.194 -4.433 0.10
O -1.707 -2.385 1.594 0.08
O -0.620 -4.401 1.510 -0.02
O -4.314 -2.048 -6.622 0.01
N 1.452 0.863 1.850 0.00
N 0.532 1.697 -6.539 0.04
N 4.977 -1.384 5.080 0.13
N -0.741 1.227 -6.330 0.06
C -1.282 2.021 -5.420 -0.62
C -1.349 1.239 -0.778 -0.16
C 0.919 1.402 0.568 -0.22
C 4.594 -0.021 5.242 -0.50
C -2.659 1.126 -3.036 -0.45
C 2.304 1.847 2.607 -0.32
C 1.458 -3.027 1.861 -0.12
C -6.915 -3.761 -5.083 -0.04
C 2.846 1.290 3.987 -0.09
C -0.155 0.459 -0.125 -0.11
C 2.106 -0.489 1.690 -0.10
C 1.570 3.204 2.949 -0.12
C -1.246 1.330 -2.373 -0.24
C 0.310 -3.916 2.501 -0.16
C 0.357 3.070 3.942 -0.26
C 1.416 -1.606 2.572 -0.15
C 4.392 0.972 4.024 -0.09
C -1.876 -3.574 -0.482 0.03
C -3.225 -1.206 -6.245 -0.06
C 0.691 2.750 -5.746 -0.15
C 2.174 1.707 -0.338 -0.11
C -0.998 2.623 3.275 -0.61
C 3.473 2.241 1.589 -0.11
C -5.057 -2.466 -5.596 -0.61
C -1.380 -3.380 0.992 -0.50
H -2.744 -4.275 -0.462 0.10
H 2.310 0.348 4.283 0.12
H 1.222 3.768 2.050 0.13
H -0.903 2.378 -2.580 0.10
H -2.690 -0.926 -7.150 0.09
H 2.657 2.003 4.829 0.13
H -6.372 -4.395 -4.382 0.10
H 5.153 -1.591 4.097 0.08
H 0.632 0.679 2.455 0.15
H -1.052 -4.069 -1.050 0.09
H 3.194 -0.469 1.943 0.13
H 2.432 -3.540 2.029 0.12
H 0.554 2.421 4.829 0.11
H -2.305 0.698 -0.572 0.11
H 2.769 0.802 -0.609 0.14
H 0.398 2.387 0.675 0.14
H 0.363 -1.368 2.853 0.11
H -7.424 -2.954 -4.557 0.10
H -0.215 -3.352 3.311 0.13
H -0.527 -0.260 0.653 0.11
H 5.822 -1.545 5.637 0.11
H 2.350 3.855 3.427 0.14
H -2.536 -1.739 -5.588 0.10
H -1.099 2.964 2.223 0.05
H 1.288 -2.934 0.755 0.12
H -3.410 1.543 -2.320 0.09
H -7.661 -4.368 -5.593 0.10
H 0.179 4.098 4.360 0.10
H -3.591 -0.298 -5.765 0.04
H -0.482 0.606 -2.754 0.11
H 4.060 3.058 2.065 0.15
H -1.449 2.275 -0.377 0.11
H 4.141 1.379 1.345 0.12
H -2.162 -2.611 -0.951 0.08
H -2.856 0.035 -3.151 0.08
H 0.400 -0.135 -0.898 0.12
H 0.740 -4.832 2.980 0.14
H -1.073 1.508 3.386 0.06
H 2.069 -0.859 0.636 0.13
H 4.995 1.873 4.288 0.14
H 1.765 2.215 -1.251 0.15
H 4.790 0.443 3.127 0.09
H 2.064 -1.727 3.484 0.12
H 1.605 3.366 -5.642 0.14